# 1
86
Properties=species:S:1:pos:R:3:lowdin_spin:R:1 method="wB97M-V/def2-TZVPD" orbital_gap_ev="6.995 / 4.609" charge=+1 total_energy_ha=-5768.39171 s2=6.155 multiplicity=5
Mn 0.86929 -1.23463 -1.90552 2.30
C 0.57059 -2.37190 0.82528 0.05
C 1.63138 -2.38173 -0.19517 0.28
C 1.87289 -0.51207 1.18246 0.24
C 0.80568 -1.29619 1.68485 0.12
C 2.40947 -1.13063 0.03028 0.02
C -0.35618 -3.48607 1.11079 0.00
H -0.68733 -3.98913 0.19571 0.00
H -1.25310 -3.13443 1.63949 0.00
H 0.11592 -4.24723 1.75219 0.00
C 0.21031 -1.09740 3.02441 0.02
H -0.54376 -1.85144 3.26423 0.00
H -0.26244 -0.10685 3.07503 0.01
H 0.97646 -1.11905 3.81483 0.00
C 2.44111 0.64919 1.89382 0.04
H 3.10226 0.31668 2.70974 0.02
H 1.64388 1.25500 2.34631 0.01
H 3.03295 1.29113 1.23147 0.00
C 3.72748 -0.83376 -0.57374 -0.01
H 4.52499 -1.36326 -0.02751 0.00
H 3.94837 0.24451 -0.55574 0.00
H 3.76745 -1.14738 -1.62464 0.00
C 2.25599 -3.65278 -0.64611 0.05
H 2.83932 -4.08386 0.18743 0.02
H 2.93459 -3.49842 -1.49447 0.00
H 1.49962 -4.39477 -0.94330 0.00
C -0.99226 -1.13455 -2.56576 -0.05
C -0.59034 -2.52287 -2.33565 -0.07
C -0.19193 -3.43708 -3.48231 -0.01
C 1.25232 -3.20424 -4.01315 -0.01
C 1.95464 -1.99894 -3.40738 -0.08
C 1.51293 -0.63729 -3.68836 0.03
C 0.34527 -0.35887 -4.62585 0.01
C -1.05258 -0.57673 -3.97787 0.00
H -0.91536 -3.35511 -4.31394 0.00
H 1.22230 -3.14422 -5.11652 0.00
H -0.25273 -4.48241 -3.12858 0.00
H -1.65600 -1.22579 -4.63912 0.00
H -1.65652 -0.65938 -1.82628 0.00
H -1.05369 -3.03276 -1.48462 0.00
H -1.56779 0.39644 -3.93663 0.00
H 0.41140 0.68730 -4.96524 0.00
H 2.28575 0.14325 -3.64485 0.00
H 0.41128 -0.96519 -5.54769 0.00
H 1.85341 -4.10253 -3.78253 0.00
H 3.02939 -2.14293 -3.22713 0.00
P -2.89270 -0.48051 0.78986 0.47
C -3.62963 -0.73952 2.44875 0.05
H -4.70948 -0.92217 2.35922 0.01
H -3.43423 0.14159 3.07530 0.00
H -3.13547 -1.60678 2.91122 0.00
C -3.77148 1.02684 0.23293 0.05
H -4.85452 0.85277 0.27997 0.01
H -3.47223 1.22862 -0.80414 0.00
H -3.47450 1.88760 0.86674 0.00
C -3.84044 -1.75348 -0.14251 0.09
H -3.60486 -1.67805 -1.21258 0.00
H -4.91393 -1.59913 0.02234 0.02
H -3.54514 -2.74996 0.20717 0.00
P 0.59757 2.01210 -1.42037 0.01
C 2.26468 2.57051 -1.96286 0.00
H 2.18896 3.52646 -2.49494 0.00
H 2.71511 1.82614 -2.62764 0.00
H 2.91310 2.68201 -1.08207 0.00
C -0.41081 2.69336 -2.79222 0.00
H -0.16147 2.20683 -3.74258 0.00
H -0.23052 3.77308 -2.87238 0.00
H -1.47353 2.51229 -2.58144 0.00
C 0.26517 3.27802 -0.13895 0.00
H 0.41555 4.29652 -0.52764 0.00
H 0.94502 3.10309 0.70618 0.00
H -0.76251 3.17623 0.23533 0.00
Br -2.26831 1.18188 5.32291 0.00
C -1.06045 2.60541 5.04597 0.01
C -0.39368 3.18363 6.13098 0.00
C 0.50874 4.23929 5.91614 0.01
C 0.71420 4.73118 4.61684 0.00
C -0.00039 4.18321 3.54512 0.00
C -0.84587 3.08855 3.74859 0.01
C -1.52003 2.43735 2.56578 0.01
O -2.52751 3.02056 2.09397 0.01
O -0.99494 1.37217 2.11566 0.22
H -0.57493 2.80666 7.13293 0.00
H 1.04479 4.67271 6.76142 0.00
H 1.41745 5.54530 4.43637 0.00
H 0.08655 4.59798 2.54198 0.00

---

# 2
12
Properties=species:S:1:pos:R:3:nbo_charge:R:1 method="wB97M-V/def2-TZVPD" orbital_gap_ev=11.007 charge=0 total_energy_ha=-302.62315 e_above_lowest_kcal_mol=43.9 smiles="N=C=N.CC=O"
C 0.91632 -0.73959 0.77889 -0.72
C -0.95450 0.25169 -1.55592 0.66
N -1.40207 -0.81794 -1.94119 -0.72
N -0.42302 1.33587 -1.33738 -0.74
C 0.47844 0.61874 1.27588 0.46
O -0.65816 0.91001 1.56614 -0.54
H 0.22631 -1.16205 0.04638 0.22
H 0.92937 -1.42066 1.63555 0.24
H 1.91627 -0.69503 0.34124 0.23
H -1.37138 -1.63478 -1.34524 0.40
H -0.96908 2.03627 -0.85012 0.41
H 1.30055 1.35114 1.41143 0.11

---

# 3
10
Properties=species:S:1:pos:R:3:nbo_charge:R:1 method="wB97M-V/def2-TZVPD" orbital_gap_ev=10.303 charge=0 total_energy_ha=-355.59449 e_above_lowest_kcal_mol=28.5 smiles="N=C=CC=O.N#N"
N -2.23135 1.24316 0.06612 -0.61
C -1.04795 0.94493 0.11408 0.47
N 0.87590 -1.08629 -2.02012 0.01
N 1.26690 -1.96744 -1.48598 -0.01
O 0.66970 -0.28205 2.35370 -0.49
C 0.79172 -0.33104 1.15560 0.42
C 0.23748 0.68228 0.20388 -0.56
H -2.81123 0.75428 -0.61358 0.39
H 1.33421 -1.17333 0.68409 0.12
H 0.91461 1.21549 -0.45779 0.26

---

# 4
54
Properties=species:S:1:pos:R:3:nbo_charge:R:1 method="wB97M-V/def2-TZVPD" orbital_gap_ev=8.663 charge=0 total_energy_ha=-860.02953 smiles=BCCCCn1cccc1.CCOCC.CCOCC
B 1.92713 -0.39359 -3.83296 0.50
C 1.31107 0.90616 -3.25404 -0.84
C 1.06760 2.07585 -4.23014 -0.38
C -0.39956 2.50616 -4.27235 -0.41
C -1.31482 1.37435 -4.75765 -0.20
N -2.26954 0.86436 -3.77194 -0.33
C -3.19398 -0.09156 -4.08486 -0.07
C -3.95344 -0.34041 -2.96567 -0.30
C -3.41180 0.43056 -1.91797 -0.29
C -2.37904 1.17597 -2.44040 -0.09
H 1.96172 -0.58506 -5.01373 -0.10
H 2.39035 -1.22965 -3.11806 -0.09
H 1.99233 1.22536 -2.45560 0.26
H 0.38148 0.64673 -2.72887 0.26
H 1.38959 1.79855 -5.23740 0.20
H 1.66823 2.94089 -3.94101 0.21
H -0.51698 3.37685 -4.92057 0.21
H -0.69099 2.82892 -3.27582 0.21
H -1.88058 1.69976 -5.63238 0.21
H -0.69881 0.52720 -5.07406 0.20
H -3.27814 -0.50457 -5.07599 0.21
H -4.78855 -1.01931 -2.89936 0.22
H -3.74015 0.47719 -0.89154 0.22
H -1.74263 1.88789 -1.94760 0.21
C 1.04486 0.69727 2.37568 -0.65
C 1.84513 1.97838 2.21911 -0.06
O 2.04851 2.37604 0.87433 -0.54
C 0.87738 2.63227 0.12350 -0.07
C 0.01289 3.75514 0.67115 -0.65
H 1.51202 -0.11697 1.82005 0.21
H 0.99723 0.41688 3.42855 0.22
H 0.01934 0.80270 2.02028 0.21
H 2.85120 1.83922 2.61529 0.19
H 1.38334 2.78785 2.79654 0.16
H 0.28472 1.71703 0.00370 0.16
H 1.24355 2.90373 -0.86789 0.18
H -0.40445 3.51461 1.64953 0.21
H -0.82339 3.93963 -0.00500 0.21
H 0.59293 4.67416 0.76269 0.21
C 2.15021 -4.18162 3.83251 -0.64
C 1.28822 -2.93571 3.94379 -0.06
O -0.05508 -3.11661 3.53625 -0.53
C -0.80052 -4.07628 4.26305 -0.06
C -0.93524 -3.76999 5.74482 -0.64
H 2.12860 -4.57056 2.81389 0.21
H 3.18200 -3.93855 4.08869 0.22
H 1.82162 -4.97275 4.50759 0.20
H 1.67258 -2.16284 3.27853 0.19
H 1.33348 -2.53123 4.96219 0.16
H -0.38496 -5.08040 4.11905 0.16
H -1.78398 -4.06798 3.79301 0.19
H 0.02419 -3.80439 6.26240 0.20
H -1.58773 -4.50724 6.21382 0.22
H -1.36914 -2.78037 5.89287 0.21